The following is a quantum chemistry calculation of C35H40N10PtSe as an isolated structure, from OMol25.

Summary:
- Gap between HOMO and LUMO (alpha / beta): 0.2686 / 0.2084 hartree
- ⟨S²⟩: 6.085
- 2S+1: 5
- Total charge: +2
- Lowest unoccupied orbital energy (alpha / beta): -0.20243 / -0.27740 hartree

Cartesian coordinates (Å):
1 Pt 0.115 0.501 0.549
2 C 0.139 5.082 1.570
3 C -0.022 3.862 0.906
4 N 0.095 2.699 1.511
5 C 0.346 2.668 2.835
6 C 0.422 3.856 3.610
7 C 0.356 5.084 2.923
8 C 0.543 3.761 5.013
9 C 0.567 2.527 5.617
10 C 0.581 1.356 4.866
11 C 0.548 1.395 3.468
12 N 0.631 0.319 2.651
13 C 1.144 -0.876 3.022
14 C 2.069 -1.091 4.050
15 C 2.426 -2.381 4.430
16 C 1.863 -3.481 3.824
17 C 1.020 -3.315 2.705
18 C 0.440 -4.389 2.000
19 C -0.308 -4.129 0.881
20 C -0.434 -2.807 0.435
21 N 0.056 -1.783 1.097
22 C 0.731 -2.006 2.242
23 H 0.075 5.999 1.011
24 H -0.263 3.846 -0.147
25 H 0.482 6.007 3.471
26 H 0.571 4.665 5.601
27 H 0.595 2.454 6.692
28 H 0.593 0.405 5.375
29 H 2.528 -0.246 4.540
30 H 3.135 -2.513 5.233
31 H 2.080 -4.475 4.177
32 H 0.589 -5.395 2.354
33 H -0.785 -4.926 0.335
34 H -0.948 -2.587 -0.495
35 C 3.499 0.169 1.017
36 N 3.366 -0.723 -0.102
37 C 4.444 -1.665 -0.339
38 C 4.435 -1.838 -1.856
39 N 3.241 -1.120 -2.278
40 C 2.953 -1.113 -3.694
41 C 2.669 -0.453 -1.242
42 N 1.607 0.312 -1.210
43 C 0.901 0.675 -2.415
44 C -0.107 1.789 -2.137
45 N -1.055 1.349 -1.136
46 C -2.209 1.940 -0.937
47 N -3.124 1.419 -0.087
48 C -2.950 0.242 0.712
49 C -4.233 2.320 0.144
50 C -4.068 3.330 -0.988
51 N -2.701 3.111 -1.448
52 C -2.376 3.771 -2.694
53 H 3.505 -0.416 1.938
54 H 2.661 0.869 1.023
55 H 4.440 0.729 0.951
56 H 4.237 -2.598 0.197
57 H 5.397 -1.265 0.017
58 H 4.364 -2.885 -2.159
59 H 5.325 -1.402 -2.324
60 H 3.632 -1.819 -4.171
61 H 3.134 -0.136 -4.149
62 H 1.928 -1.424 -3.891
63 H 0.335 -0.181 -2.807
64 H 1.586 1.041 -3.184
65 H -0.606 2.011 -3.081
66 H 0.446 2.676 -1.800
67 H -2.385 -0.500 0.139
68 H -3.931 -0.169 0.945
69 H -2.439 0.458 1.660
70 H -4.147 2.789 1.132
71 H -5.185 1.784 0.100
72 H -4.182 4.361 -0.649
73 H -4.780 3.148 -1.802
74 H -2.909 4.721 -2.713
75 H -2.698 3.183 -3.560
76 H -1.314 3.986 -2.770
77 Se -2.074 -1.430 -2.746
78 C -2.607 -2.982 -3.687
79 C -3.453 -2.837 -4.782
80 C -3.874 -3.984 -5.439
81 N -3.493 -5.182 -5.061
82 C -2.698 -5.337 -4.023
83 C -2.214 -4.259 -3.299
84 H -3.767 -1.860 -5.117
85 H -4.525 -3.930 -6.302
86 H -2.434 -6.355 -3.773
87 H -1.544 -4.410 -2.467

The following is a quantum chemistry calculation of a 5-piece molecular cluster, C35H41F4NO3P2S overall, from OMol25.

Summary:
- Gap between HOMO and LUMO: 0.2577 hartree
- Lowest unoccupied orbital energy: -0.03182 hartree
- SMILES string: CC(=O)OCCCC[PH](CC=O)(N=C=S)P(C)C.Fc1ccccc1.Fc1ccccc1.Fc1ccccc1.Fc1ccccc1

Cartesian coordinates (Å):
1 C 5.068 0.283 -1.388
2 C 4.822 -1.368 -1.486
3 O 5.154 -2.192 -0.475
4 O 4.256 -1.863 -2.750
5 C 2.894 -2.393 -2.589
6 C 1.922 -1.530 -1.590
7 C 1.635 0.022 -2.094
8 C 1.220 0.978 -0.809
9 P 0.032 2.414 -1.255
10 C -1.133 2.203 -2.771
11 C -0.350 2.144 -4.210
12 O -0.673 3.044 -5.162
13 N -1.276 1.662 -0.238
14 C -1.242 2.437 0.928
15 S -1.467 3.065 2.499
16 P 1.495 3.421 -2.524
17 C 3.096 3.874 -1.571
18 C 0.691 5.138 -2.952
19 H 6.037 0.548 -0.756
20 H 5.053 0.806 -2.443
21 H 4.139 0.702 -0.788
22 H 2.402 -2.377 -3.676
23 H 2.842 -3.519 -2.242
24 H 0.857 -2.068 -1.620
25 H 2.244 -1.579 -0.441
26 H 2.512 0.478 -2.738
27 H 0.659 -0.050 -2.778
28 H 2.144 1.456 -0.263
29 H 0.619 0.277 -0.053
30 H -0.036 3.607 -0.414
31 H -1.734 1.212 -2.599
32 H -1.880 3.121 -2.754
33 H 0.490 1.335 -4.462
34 H 2.795 4.593 -0.671
35 H 3.869 4.450 -2.247
36 H 3.659 2.952 -1.119
37 H -0.468 5.011 -2.703
38 H 0.834 5.416 -4.081
39 H 1.130 5.920 -2.199
40 F -3.230 2.643 8.509
41 C -3.404 1.801 7.481
42 C -3.719 0.470 7.733
43 C -3.905 -0.406 6.663
44 C -3.763 0.058 5.353
45 C -3.441 1.394 5.111
46 C -3.266 2.272 6.180
47 H -3.818 0.126 8.757
48 H -4.160 -1.446 6.849
49 H -3.903 -0.627 4.519
50 H -3.327 1.751 4.090
51 H -3.025 3.316 6.010
52 F 3.325 -4.657 -7.988
53 C 4.424 -4.531 -7.232
54 C 5.606 -5.143 -7.637
55 C 6.752 -5.009 -6.853
56 C 6.700 -4.272 -5.667
57 C 5.508 -3.666 -5.267
58 C 4.366 -3.791 -6.057
59 H 5.624 -5.719 -8.556
60 H 7.682 -5.477 -7.164
61 H 7.593 -4.171 -5.054
62 H 5.470 -3.096 -4.342
63 H 3.433 -3.319 -5.766
64 F -4.260 -4.127 5.491
65 C -3.267 -4.690 6.193
66 C -2.151 -5.181 5.526
67 C -1.115 -5.762 6.257
68 C -1.212 -5.856 7.648
69 C -2.340 -5.365 8.308
70 C -3.370 -4.773 7.577
71 H -2.096 -5.107 4.445
72 H -0.234 -6.142 5.746
73 H -0.406 -6.314 8.217
74 H -2.416 -5.443 9.390
75 H -4.250 -4.378 8.075
76 F -2.397 4.357 -0.487
77 C -3.718 4.304 -0.703
78 C -4.366 5.403 -1.257
79 C -5.740 5.346 -1.486
80 C -6.455 4.194 -1.149
81 C -5.797 3.098 -0.589
82 C -4.420 3.151 -0.370
83 H -3.796 6.293 -1.504
84 H -6.255 6.197 -1.926
85 H -7.528 4.152 -1.325
86 H -6.355 2.204 -0.324
87 H -3.891 2.305 0.056

Copy entry 1 word for word.
The following is a quantum chemistry calculation of C35H40N10PtSe as an isolated structure, from OMol25.

Summary:
- Gap between HOMO and LUMO (alpha / beta): 0.2686 / 0.2084 hartree
- ⟨S²⟩: 6.085
- 2S+1: 5
- Total charge: +2
- Lowest unoccupied orbital energy (alpha / beta): -0.20243 / -0.27740 hartree

Cartesian coordinates (Å):
1 Pt 0.115 0.501 0.549
2 C 0.139 5.082 1.570
3 C -0.022 3.862 0.906
4 N 0.095 2.699 1.511
5 C 0.346 2.668 2.835
6 C 0.422 3.856 3.610
7 C 0.356 5.084 2.923
8 C 0.543 3.761 5.013
9 C 0.567 2.527 5.617
10 C 0.581 1.356 4.866
11 C 0.548 1.395 3.468
12 N 0.631 0.319 2.651
13 C 1.144 -0.876 3.022
14 C 2.069 -1.091 4.050
15 C 2.426 -2.381 4.430
16 C 1.863 -3.481 3.824
17 C 1.020 -3.315 2.705
18 C 0.440 -4.389 2.000
19 C -0.308 -4.129 0.881
20 C -0.434 -2.807 0.435
21 N 0.056 -1.783 1.097
22 C 0.731 -2.006 2.242
23 H 0.075 5.999 1.011
24 H -0.263 3.846 -0.147
25 H 0.482 6.007 3.471
26 H 0.571 4.665 5.601
27 H 0.595 2.454 6.692
28 H 0.593 0.405 5.375
29 H 2.528 -0.246 4.540
30 H 3.135 -2.513 5.233
31 H 2.080 -4.475 4.177
32 H 0.589 -5.395 2.354
33 H -0.785 -4.926 0.335
34 H -0.948 -2.587 -0.495
35 C 3.499 0.169 1.017
36 N 3.366 -0.723 -0.102
37 C 4.444 -1.665 -0.339
38 C 4.435 -1.838 -1.856
39 N 3.241 -1.120 -2.278
40 C 2.953 -1.113 -3.694
41 C 2.669 -0.453 -1.242
42 N 1.607 0.312 -1.210
43 C 0.901 0.675 -2.415
44 C -0.107 1.789 -2.137
45 N -1.055 1.349 -1.136
46 C -2.209 1.940 -0.937
47 N -3.124 1.419 -0.087
48 C -2.950 0.242 0.712
49 C -4.233 2.320 0.144
50 C -4.068 3.330 -0.988
51 N -2.701 3.111 -1.448
52 C -2.376 3.771 -2.694
53 H 3.505 -0.416 1.938
54 H 2.661 0.869 1.023
55 H 4.440 0.729 0.951
56 H 4.237 -2.598 0.197
57 H 5.397 -1.265 0.017
58 H 4.364 -2.885 -2.159
59 H 5.325 -1.402 -2.324
60 H 3.632 -1.819 -4.171
61 H 3.134 -0.136 -4.149
62 H 1.928 -1.424 -3.891
63 H 0.335 -0.181 -2.807
64 H 1.586 1.041 -3.184
65 H -0.606 2.011 -3.081
66 H 0.446 2.676 -1.800
67 H -2.385 -0.500 0.139
68 H -3.931 -0.169 0.945
69 H -2.439 0.458 1.660
70 H -4.147 2.789 1.132
71 H -5.185 1.784 0.100
72 H -4.182 4.361 -0.649
73 H -4.780 3.148 -1.802
74 H -2.909 4.721 -2.713
75 H -2.698 3.183 -3.560
76 H -1.314 3.986 -2.770
77 Se -2.074 -1.430 -2.746
78 C -2.607 -2.982 -3.687
79 C -3.453 -2.837 -4.782
80 C -3.874 -3.984 -5.439
81 N -3.493 -5.182 -5.061
82 C -2.698 -5.337 -4.023
83 C -2.214 -4.259 -3.299
84 H -3.767 -1.860 -5.117
85 H -4.525 -3.930 -6.302
86 H -2.434 -6.355 -3.773
87 H -1.544 -4.410 -2.467

Number 1 is which compound?
C35H40N10PtSe

Please write out number 1 again, unchanged.
The following is a quantum chemistry calculation of C35H40N10PtSe as an isolated structure, from OMol25.

Summary:
- Gap between HOMO and LUMO (alpha / beta): 0.2686 / 0.2084 hartree
- ⟨S²⟩: 6.085
- 2S+1: 5
- Total charge: +2
- Lowest unoccupied orbital energy (alpha / beta): -0.20243 / -0.27740 hartree

Cartesian coordinates (Å):
1 Pt 0.115 0.501 0.549
2 C 0.139 5.082 1.570
3 C -0.022 3.862 0.906
4 N 0.095 2.699 1.511
5 C 0.346 2.668 2.835
6 C 0.422 3.856 3.610
7 C 0.356 5.084 2.923
8 C 0.543 3.761 5.013
9 C 0.567 2.527 5.617
10 C 0.581 1.356 4.866
11 C 0.548 1.395 3.468
12 N 0.631 0.319 2.651
13 C 1.144 -0.876 3.022
14 C 2.069 -1.091 4.050
15 C 2.426 -2.381 4.430
16 C 1.863 -3.481 3.824
17 C 1.020 -3.315 2.705
18 C 0.440 -4.389 2.000
19 C -0.308 -4.129 0.881
20 C -0.434 -2.807 0.435
21 N 0.056 -1.783 1.097
22 C 0.731 -2.006 2.242
23 H 0.075 5.999 1.011
24 H -0.263 3.846 -0.147
25 H 0.482 6.007 3.471
26 H 0.571 4.665 5.601
27 H 0.595 2.454 6.692
28 H 0.593 0.405 5.375
29 H 2.528 -0.246 4.540
30 H 3.135 -2.513 5.233
31 H 2.080 -4.475 4.177
32 H 0.589 -5.395 2.354
33 H -0.785 -4.926 0.335
34 H -0.948 -2.587 -0.495
35 C 3.499 0.169 1.017
36 N 3.366 -0.723 -0.102
37 C 4.444 -1.665 -0.339
38 C 4.435 -1.838 -1.856
39 N 3.241 -1.120 -2.278
40 C 2.953 -1.113 -3.694
41 C 2.669 -0.453 -1.242
42 N 1.607 0.312 -1.210
43 C 0.901 0.675 -2.415
44 C -0.107 1.789 -2.137
45 N -1.055 1.349 -1.136
46 C -2.209 1.940 -0.937
47 N -3.124 1.419 -0.087
48 C -2.950 0.242 0.712
49 C -4.233 2.320 0.144
50 C -4.068 3.330 -0.988
51 N -2.701 3.111 -1.448
52 C -2.376 3.771 -2.694
53 H 3.505 -0.416 1.938
54 H 2.661 0.869 1.023
55 H 4.440 0.729 0.951
56 H 4.237 -2.598 0.197
57 H 5.397 -1.265 0.017
58 H 4.364 -2.885 -2.159
59 H 5.325 -1.402 -2.324
60 H 3.632 -1.819 -4.171
61 H 3.134 -0.136 -4.149
62 H 1.928 -1.424 -3.891
63 H 0.335 -0.181 -2.807
64 H 1.586 1.041 -3.184
65 H -0.606 2.011 -3.081
66 H 0.446 2.676 -1.800
67 H -2.385 -0.500 0.139
68 H -3.931 -0.169 0.945
69 H -2.439 0.458 1.660
70 H -4.147 2.789 1.132
71 H -5.185 1.784 0.100
72 H -4.182 4.361 -0.649
73 H -4.780 3.148 -1.802
74 H -2.909 4.721 -2.713
75 H -2.698 3.183 -3.560
76 H -1.314 3.986 -2.770
77 Se -2.074 -1.430 -2.746
78 C -2.607 -2.982 -3.687
79 C -3.453 -2.837 -4.782
80 C -3.874 -3.984 -5.439
81 N -3.493 -5.182 -5.061
82 C -2.698 -5.337 -4.023
83 C -2.214 -4.259 -3.299
84 H -3.767 -1.860 -5.117
85 H -4.525 -3.930 -6.302
86 H -2.434 -6.355 -3.773
87 H -1.544 -4.410 -2.467